1.
This record from the OMol25 dataset describes C3H11Cl2MoN2O2 as an isolated structure in a non-equilibrium geometry. The level of theory is ωB97M-V/def2-TZVPD.

Multiplicity: 3
Highest occupied orbital energy (alpha / beta) in eV: -12.341 / -12.363
LUMO (alpha / beta) in eV: -7.0 / -5.6
Molecular weight in g mol⁻¹: 274.0
Electronic energy in eV: -37255.3125
Total charge: +1
Orbital gap (alpha / beta) in Ha: 0.1967 / 0.2484

Geometry (Å):
C1 0.6152 1.0291 -2.0963
Mo1 -0.1789 -0.7318 -0.9140
N1 -0.3541 -2.1583 0.7565
N2 -1.7929 -1.0156 -2.1901
H1 -0.7026 -1.6287 1.5397
H2 0.4822 -2.0520 -1.5915
H3 1.6651 1.1012 -1.7906
H4 0.0086 1.7849 -1.6877
H5 0.5368 0.7419 -3.0849
H6 -2.6295 -0.9744 -1.6180
H7 -1.7281 -1.9652 -2.5615
H8 -1.9165 -0.4005 -2.9327
H9 -0.9566 -2.9046 0.4710
H10 0.5834 -2.4825 0.9357
Cl1 1.0071 3.6027 3.0969
C2 1.2346 1.8735 2.8708
Cl2 0.7697 0.9241 4.2795
C3 0.4692 1.3288 1.5581
O1 0.6100 0.0762 1.4396
O2 -0.0367 2.1444 0.8139
H11 2.3141 1.7068 2.7056

2.
This record from the OMol25 dataset describes a 3-piece molecular cluster, C19H42FN2O5 overall in a non-equilibrium geometry. The level of theory is ωB97M-V/def2-TZVPD.

Highest occupied orbital energy in eV: -2.002
LUMO in eV: 2.5
Molecular weight in g mol⁻¹: 397.6
Electronic energy in eV: -36316.3425
Total charge: -1
Orbital gap in Ha: 0.1651

Geometry (Å):
N1 -1.7055 -4.4351 1.5964
C1 -2.5575 -4.2842 0.3898
C2 -3.1601 -2.8982 0.2672
C3 -3.8572 -2.6378 -1.0619
C4 -4.9210 -1.5435 -1.0312
C5 -4.3773 -0.1434 -1.2723
C6 -3.3943 0.3164 -0.2056
C7 -2.3317 1.2389 -0.8013
C8 -1.1145 0.4600 -1.3251
C9 0.0880 0.4845 -0.3620
N2 0.3653 -0.7874 0.3123
C10 -4.1320 1.0486 0.9146
C11 -3.4627 0.5582 2.1356
O1 -3.6346 -0.4767 2.7622
F1 -2.4293 1.3940 2.5260
H1 -2.1452 -3.8921 2.3293
H2 -0.8497 -3.9344 1.3992
H3 -3.3506 -5.0258 0.4238
H4 -1.9227 -4.4955 -0.4635
H5 -2.3651 -2.1704 0.3735
H6 -3.8568 -2.6837 1.0708
H7 -4.3552 -3.5593 -1.3719
H8 -3.1446 -2.4107 -1.8492
H9 -5.4590 -1.5610 -0.0892
H10 -5.6536 -1.7855 -1.8078
H11 -3.8588 -0.1289 -2.2281
H12 -5.2254 0.5592 -1.3185
H13 -1.9768 1.8600 0.0156
H14 -2.7647 1.8580 -1.6043
H15 -1.3746 -0.5755 -1.5011
H16 -0.7968 0.9095 -2.2693
H17 0.9788 0.7293 -0.9312
H18 -0.0435 1.2383 0.4042
H19 -0.4440 -1.0620 0.8506
H20 0.5491 -1.4984 -0.3773
H21 -4.0215 2.1355 0.8141
H22 -5.1747 0.7580 0.9917
C12 2.6180 2.8214 4.9974
O2 3.1022 2.0357 3.9276
C13 3.4177 0.7042 4.3034
C14 2.3109 -0.2682 3.9572
O3 1.1334 -0.0128 4.6995
C15 0.1462 0.6942 3.9540
H23 2.1774 3.7213 4.5714
H24 1.8534 2.2944 5.5721
H25 3.4387 3.1132 5.6649
H26 3.6404 0.6537 5.3745
H27 4.3224 0.4206 3.7554
H28 2.6458 -1.2790 4.2150
H29 2.1039 -0.2466 2.8829
H30 -0.3459 0.0287 3.2426
H31 0.5776 1.5412 3.4168
H32 -0.6001 1.0628 4.6539
C16 2.7709 2.3642 -3.3134
O4 2.7612 0.9751 -3.5951
C17 3.0070 0.6790 -4.9571
C18 4.4367 0.2432 -5.1897
O5 5.3638 1.2849 -4.9253
C19 5.9670 1.1867 -3.6480
H33 2.8246 2.4860 -2.2332
H34 3.6288 2.8639 -3.7699
H35 1.8453 2.8284 -3.6698
H36 2.7632 1.5381 -5.5895
H37 2.3416 -0.1445 -5.2353
H38 4.5544 -0.0359 -6.2419
H39 4.6650 -0.6359 -4.5799
H40 6.7287 0.3986 -3.6419
H41 5.2311 0.9837 -2.8675
H42 6.4485 2.1404 -3.4372

3.
This record from the OMol25 dataset describes C55H50CdN3P2SSi as an isolated structure. The level of theory is ωB97M-V/def2-TZVPD.

Highest occupied orbital energy in eV: -3.702
LUMO in eV: 2.0
Molecular weight in g mol⁻¹: 987.5
Electronic energy in eV: -104173.9432
Total charge: -1
Orbital gap in Ha: 0.2101

Geometry (Å):
Cd1 -0.4275 0.8159 1.2590
C1 -3.7627 0.9993 -0.3626
Si1 -2.0352 0.2737 -0.7119
C2 -1.6027 0.9283 -2.4754
C3 -2.5422 1.6546 -3.2186
C4 -2.2560 2.1554 -4.4797
C5 -1.0133 1.9155 -5.0547
C6 -0.0795 1.1657 -4.3584
C7 -0.3563 0.6880 -3.0741
P1 0.8347 -0.4287 -2.2153
C8 2.3899 0.5372 -2.0247
C9 2.5668 1.8716 -2.3778
C10 3.7773 2.5115 -2.1366
C11 4.8231 1.8335 -1.5281
C12 4.6525 0.5070 -1.1537
C13 3.4451 -0.1293 -1.3958
C14 1.2360 -1.4873 -3.6817
C15 2.4943 -1.6660 -4.2469
C16 2.6622 -2.4918 -5.3552
C17 1.5780 -3.1506 -5.9132
C18 0.3156 -2.9832 -5.3533
C19 0.1513 -2.1643 -4.2494
C20 -2.4498 -1.5716 -1.1397
C21 -3.3973 -1.8170 -2.1451
C22 -3.8794 -3.0857 -2.4132
C23 -3.4275 -4.1698 -1.6672
C24 -2.4662 -3.9703 -0.6947
C25 -1.9645 -2.6911 -0.4287
P2 -0.6303 -2.4879 0.8328
C26 0.6673 -3.6525 0.2609
C27 0.8327 -3.9737 -1.0833
C28 1.9440 -4.6857 -1.5157
C29 2.9070 -5.0990 -0.6073
C30 2.7551 -4.7877 0.7388
C31 1.6543 -4.0607 1.1653
C32 -1.3684 -3.4116 2.2476
C33 -2.1437 -2.6680 3.1362
C34 -2.7522 -3.2703 4.2281
C35 -2.5912 -4.6307 4.4494
C36 -1.8243 -5.3840 3.5720
C37 -1.2190 -4.7794 2.4787
H1 -4.5522 0.6233 -1.0213
H2 -4.0408 0.7527 0.6670
H3 -3.7299 2.0922 -0.4383
H4 -3.5183 1.8510 -2.7877
H5 -3.0049 2.7236 -5.0207
H6 -0.7829 2.2894 -6.0459
H7 0.8710 0.9301 -4.8249
H8 1.7530 2.4258 -2.8242
H9 3.8965 3.5518 -2.4168
H10 5.7620 2.3380 -1.3349
H11 5.4505 -0.0268 -0.6521
H12 3.3094 -1.1582 -1.0777
H13 3.3535 -1.1579 -3.8281
H14 3.6493 -2.6126 -5.7865
H15 1.7118 -3.7827 -6.7827
H16 -0.5401 -3.4946 -5.7793
H17 -0.8382 -2.0247 -3.8212
H18 -3.7492 -0.9841 -2.7478
H19 -4.6103 -3.2349 -3.2002
H20 -3.8252 -5.1622 -1.8460
H21 -2.1070 -4.8175 -0.1208
H22 0.0833 -3.6716 -1.8005
H23 2.0590 -4.9141 -2.5689
H24 3.7754 -5.6522 -0.9437
H25 3.4997 -5.1060 1.4592
H26 1.5548 -3.8017 2.2141
H27 -2.2743 -1.6001 2.9841
H28 -3.3349 -2.6663 4.9088
H29 -3.0596 -5.1022 5.3056
H30 -1.6881 -6.4458 3.7428
H31 -0.6208 -5.3806 1.8050
C38 0.6310 5.6417 1.8809
N1 0.2177 6.0902 0.5734
C39 0.0756 7.5042 0.2765
C40 -0.4214 7.4966 -1.1751
N2 -0.9012 6.1295 -1.3125
C41 -0.4320 5.3122 -0.3262
S1 -0.6453 3.6745 -0.2657
H32 1.6313 6.0169 2.1039
H33 0.6402 4.5549 1.8833
H34 -0.0614 5.9897 2.6540
H35 1.0274 8.0224 0.3930
H36 -0.6544 7.9685 0.9497
H37 0.3865 7.7198 -1.8775
H38 -1.2247 8.2141 -1.3335
H39 -1.1357 5.7226 -2.2003
N3 6.9713 0.2394 3.1458
C42 5.8591 0.3002 2.8535
C43 4.4722 0.3834 2.4814
C44 3.7614 1.5674 2.6803
C45 2.4303 1.6398 2.3007
C46 1.7474 0.5677 1.7096
C47 2.4950 -0.6027 1.5302
C48 3.8260 -0.7101 1.9029
H40 4.2618 2.4163 3.1317
H41 1.9099 2.5794 2.4645
H42 2.0334 -1.4614 1.0539
H43 4.3766 -1.6306 1.7460
C49 -1.4405 2.1596 2.8849
C50 -2.0789 1.5967 4.0716
C51 -3.4490 1.2706 4.0930
C52 -4.0720 0.7863 5.2321
C53 -3.3546 0.5858 6.4074
C54 -1.9951 0.8834 6.4067
C55 -1.3749 1.3788 5.2713
H44 -2.1415 2.7019 2.2517
H45 -0.5869 2.7931 3.1346
H46 -4.0301 1.4314 3.1898
H47 -5.1327 0.5616 5.2036
H48 -3.8406 0.2037 7.2961
H49 -1.4147 0.7398 7.3117
H50 -0.3169 1.6207 5.2981

4.
This record from the OMol25 dataset describes a single C3H3BrF2 molecule in a non-equilibrium geometry. The level of theory is ωB97M-V/def2-TZVPD.

Highest occupied orbital energy in eV: -8.375
LUMO in eV: 0.9
SMILES string: CC(Br)=C(F)F
Molecular weight in g mol⁻¹: 157.0
Electronic energy in eV: -78634.2741
Orbital gap in Ha: 0.3398

Geometry (Å):
C1 0.1667 -0.0132 0.1136
C2 1.6138 -0.2369 0.0088
Br1 2.8626 1.1847 -0.2095
C3 2.2263 -1.6985 0.0435
F1 3.5717 -1.9063 0.0890
F2 1.4357 -2.7065 0.0421
H1 -0.4212 -0.8597 -0.0357
H2 0.0203 0.3942 0.9883
H3 -0.0686 0.6782 -0.5973

5.
This record from the OMol25 dataset describes a 6-piece molecular cluster, C27H27N6O12 overall in a non-equilibrium geometry. The level of theory is ωB97M-V/def2-TZVPD.

Highest occupied orbital energy in eV: -6.223
LUMO in eV: 0.5
Molecular weight in g mol⁻¹: 627.5
Electronic energy in eV: -61918.6765
Total charge: -1
Orbital gap in Ha: 0.2482

Geometry (Å):
N1 12.0340 48.9820 13.6290
O1 11.7200 48.3160 12.6620
O2 12.9540 48.6030 14.3970
O3 11.5190 50.1180 13.8070
C1 8.1930 48.7430 13.1900
C2 7.8290 50.1840 13.6010
C3 6.4340 50.4440 14.1280
C4 5.4750 49.3100 14.6340
C5 6.0720 47.8990 14.4330
C6 7.2850 47.7170 13.5750
N2 4.2600 49.5120 15.2760
O4 3.6910 48.5430 15.8860
O5 3.8990 50.6960 15.4170
H1 9.0850 48.2970 12.7570
H2 8.4100 50.9400 13.4530
H3 6.0480 51.4300 14.4680
H4 5.4410 47.1970 14.7340
H5 7.6430 46.8820 13.5900
C7 14.9430 48.4260 18.2370
C8 15.1830 49.5130 19.3500
C9 15.3090 50.9770 18.8770
C10 15.0280 51.3070 17.3530
C11 14.8630 50.1860 16.3090
C12 14.9610 48.7930 16.8640
N3 14.7910 52.7660 17.0080
O6 14.8060 53.6220 17.8660
O7 15.0910 53.0720 15.8300
H6 15.0980 47.4360 18.6940
H7 15.2080 49.3280 20.3130
H8 15.3510 51.8560 19.6080
H9 14.5910 50.6660 15.3180
H10 14.8090 48.1140 16.2350
C13 12.9780 44.1520 16.4200
C14 12.4170 45.3770 15.7560
C15 11.4420 45.1970 14.5300
C16 10.7180 43.8920 14.5220
C17 11.3410 42.6430 15.1040
C18 12.5280 42.9170 16.1450
N4 9.4650 43.5900 13.6280
O8 8.9610 42.4100 13.7390
O9 8.9040 44.5410 13.0650
H11 13.5640 44.3780 17.1520
H12 12.8030 46.4150 15.9530
H13 11.0450 45.8590 13.9550
H14 10.9700 41.7360 14.8470
H15 12.7360 42.0180 16.8190
C19 14.8730 46.3240 11.9770
C20 14.2690 46.4320 10.6290
C21 15.0490 45.9930 9.5010
C22 16.5590 45.5370 9.7640
C23 17.2100 45.5540 11.0760
C24 16.1940 46.0900 12.2990
N5 17.3270 45.0310 8.6270
O10 16.8660 44.7420 7.5170
O11 18.4950 44.7100 8.8570
H16 14.4490 46.6800 12.9630
H17 13.2910 46.8190 10.6160
H18 14.6020 45.9100 8.5360
H19 18.1470 45.1220 11.2140
H20 16.7130 46.2120 13.0890
C25 9.8760 45.4980 8.2070
O12 9.7950 44.7100 7.2270
N6 10.2040 45.1850 9.4180
C26 10.1500 46.2110 10.4890
C27 10.6300 43.7980 9.7010
H21 9.6330 46.5740 8.0560
H22 10.2620 45.6880 11.2940
H23 9.1780 46.6230 10.5960
H24 10.5820 47.0710 10.3980
H25 10.3090 43.4610 10.6700
H26 11.7770 43.7630 9.5820
H27 10.0700 42.9450 9.1530